(1)
ORCA calculation (the ωB97M-V functional and the def2-TZVPD basis) on C32H22Cl6GeNOSV as an isolated structure.

Geometry as XYZ:
```
65
Properties=species:S:1:pos:R:3:nbo_charge:R:1
H -2.35308 0.77592 2.04449 0.21
Cl 3.73563 1.87821 -0.45936 0.05
C 2.39289 0.16107 1.04156 -0.35
N 2.49986 -1.38163 -1.43992 -0.67
H 2.38890 -4.99672 -0.10789 0.19
C -1.52453 1.39176 2.37920 -0.23
C -4.73204 0.28691 -1.25868 -0.21
H 2.98626 4.21912 -3.82360 0.22
C 3.41758 1.18198 3.47203 -0.08
H -0.61782 -3.38683 0.64931 0.22
H 1.38670 3.58977 3.62257 0.22
H -4.69152 3.31565 -2.77092 0.22
C 0.03960 -0.53227 -0.66823 -0.72
C -3.41959 0.24841 -0.81230 -0.22
C 2.50984 0.12151 3.47597 -0.11
C 2.01297 -0.36954 2.26972 0.05
C 0.06456 -6.02281 -1.34649 -0.13
Cl 1.99572 -0.53494 4.98084 0.06
C -2.55284 1.31347 -1.05612 -0.35
C -2.25987 -5.94738 -0.80166 -0.03
H 2.55689 1.80487 -4.20224 0.23
H -2.90037 -4.35101 0.47041 0.23
C -4.33684 2.45589 -2.21707 -0.21
H -5.39547 -0.54625 -1.06514 0.22
C -1.20587 -6.56224 -1.46028 -0.25
H -0.25550 2.68774 5.23914 0.22
C 0.56625 2.97187 3.27714 -0.22
H -3.06799 -0.62843 -0.27861 0.21
C 1.65831 -4.27809 -0.48861 -0.10
C 3.30788 1.19250 1.10001 0.02
Ge -0.73186 1.24444 -0.38219 1.52
Cl 4.92748 3.05757 2.21505 0.05
C 1.63336 4.34534 -2.15738 -0.20
C -5.19167 1.39267 -1.96233 -0.19
H -6.21437 1.42252 -2.31516 0.21
H 1.19945 3.05309 1.24456 0.21
H -2.12848 1.28201 4.43394 0.22
Cl 4.00536 1.83652 4.94696 0.06
C 0.28762 -4.87645 -0.59115 -0.07
S 3.25424 -2.74029 -1.84438 0.79
C 2.29074 3.68270 -3.19154 -0.20
Cl 0.85932 -1.66431 2.32770 0.02
C 1.15241 1.66646 -2.58227 -0.29
H 1.63736 -3.40767 0.16834 0.20
C 0.48214 2.31048 -1.52827 -0.44
H 1.82232 5.39870 -1.99224 0.22
H 0.25218 4.20674 -0.53320 0.22
Cl -3.85758 -6.62169 -0.93737 0.00
C 2.05232 2.33613 -3.40594 -0.16
C 3.83300 1.73214 2.26175 -0.12
H 0.89402 -6.49307 -1.86063 0.21
H -0.59210 -1.41204 -0.72194 0.22
C -2.06437 -4.81078 -0.03836 -0.22
C -1.40554 1.67760 3.73205 -0.20
C -0.59304 1.87269 1.45913 -0.37
C 0.44946 2.66952 1.92714 -0.24
H -2.36346 3.24881 -1.97552 0.21
C -3.02465 2.41503 -1.76492 -0.23
H 0.92377 0.60400 -2.81112 0.25
O 2.06947 -3.87468 -1.81311 -0.68
C -0.35608 2.46758 4.18407 -0.20
H -1.38459 -7.45088 -2.04937 0.23
C 0.74782 3.66903 -1.33302 -0.14
V 1.71299 -0.01942 -0.93186 0.60
C -0.78555 -4.27896 0.05727 -0.19
```

Values from the calculation:
molecular weight: 804.9 u
charge: 0
highest occupied orbital energy: -7.8425 eV
LUMO level: -0.463 eV
total energy: -205249.349 eV
Kohn-Sham gap: 0.2712 Eh

(2)
ORCA calculation (the ωB97M-V functional and the def2-TZVPD basis) on C32H31AlAsO8P2S2 as an isolated structure.

Geometry as XYZ:
```
77
Properties=species:S:1:pos:R:3:lowdin_charge:R:1
C 0.26453 4.69747 -0.73328 -0.11
S 2.79445 1.50888 -1.31987 0.80
C -1.25075 0.85154 -2.68319 -0.12
C -2.92429 -2.31848 1.78727 -0.08
C -2.26297 -2.12692 0.58383 -0.37
H -1.21469 4.48568 3.99558 0.11
C -1.50778 3.64546 3.38038 -0.07
C -3.46147 1.12615 -3.57956 -0.07
O 3.64791 0.05416 3.56935 -0.04
As -0.26385 1.87563 -0.21063 1.39
H -3.16739 2.73767 -0.61634 0.11
H 3.16398 0.70456 4.09629 0.12
H -2.39278 -1.51998 -1.48394 0.10
C 2.06865 3.13496 -1.17430 -0.60
C 0.11894 -4.01455 -2.99892 -0.05
O -0.03783 -0.98287 0.08401 -0.46
C -2.26421 1.49226 1.79706 -0.10
C 0.18110 -5.36268 -2.66942 -0.06
C 2.36750 5.50731 -1.53122 -0.06
O 4.18672 -3.17823 -0.51665 -0.09
O 2.52950 -1.34074 -0.61697 -0.23
C -0.24277 -3.49586 -0.70115 -0.38
H -2.56353 0.65177 1.18238 0.09
C -2.17589 0.61188 -3.68767 -0.07
H -3.71886 1.08178 3.31164 0.11
Al 1.47829 0.05242 -0.13114 -0.39
O 2.06256 0.24083 1.59315 -0.19
C 2.86235 4.21542 -1.56233 -0.11
H 5.83611 -1.44567 2.92228 0.10
C -0.84993 3.40768 2.18077 -0.09
H -0.22724 -5.13253 0.68729 0.12
C -2.91557 1.73476 2.99603 -0.07
H -0.23958 0.46685 -2.78067 0.10
H 5.56540 -1.34300 -0.25776 0.10
H -4.80709 -1.05866 -1.34660 0.11
C 4.40034 -1.26455 1.31622 -0.56
S -0.50765 -2.35069 0.62534 1.17
P 3.51955 0.18434 2.01641 0.58
C 0.04258 -5.77235 -1.34986 -0.06
C 1.06327 5.75766 -1.12138 -0.07
H 0.10932 -6.82086 -1.09505 0.11
H -0.12957 -2.01265 -2.25060 0.10
H 0.35026 -6.09682 -3.44491 0.11
C -3.81350 1.89285 -2.47755 -0.07
H -0.04365 4.06010 1.86820 0.10
H 4.42291 -2.51158 3.08989 0.09
C -4.28860 -2.06527 1.85255 -0.06
H -6.02043 -1.40669 0.78225 0.11
H 3.00431 6.32649 -1.83728 0.11
P 3.18592 -2.30990 0.37979 0.40
C -2.53928 2.81252 3.78702 -0.07
H -1.89385 0.03126 -4.55598 0.11
H 5.68137 -2.87500 1.89427 0.09
C -0.15827 -4.83359 -0.35068 -0.07
H -2.38104 -2.65450 2.66112 0.11
H -4.80959 2.30826 -2.40251 0.11
H 0.67535 6.76663 -1.10734 0.11
C -2.88694 2.13798 -1.47326 -0.09
C 5.12729 -2.07368 2.38482 -0.05
C -2.92407 -1.67686 -0.55355 -0.06
C 0.75972 3.39682 -0.74964 -0.37
H -4.18475 0.94033 -4.36232 0.11
C -4.27983 -1.41490 -0.47219 -0.05
C -1.60498 1.60981 -1.57114 -0.34
O 5.30430 -0.67131 0.38703 -0.05
C -1.23550 2.33707 1.38250 -0.35
C -0.09620 -3.06746 -2.01048 -0.06
H 3.87369 4.03087 -1.90029 0.10
H -4.82102 -2.21915 2.78104 0.11
O 4.27319 1.49496 1.63343 -0.08
H -3.05191 3.00341 4.72020 0.11
H -0.75629 4.87831 -0.41500 0.11
C -4.95942 -1.61023 0.72799 -0.05
O 2.31553 -3.10696 1.26130 -0.26
H 4.19791 1.68982 0.67093 0.04
H 0.24453 -3.70029 -4.02579 0.11
H 4.19545 -4.10905 -0.26124 0.10
```

Values from the calculation:
molecular weight: 771.6 u
charge: +1
ΔE to the lowest compared entry with this formula, charge and spin: 1.6 kJ/mol
highest occupied orbital energy: -10.6203 eV
LUMO level: -2.396 eV
total energy: -157756.221 eV
Kohn-Sham gap: 0.3022 Eh

(3)
ORCA calculation (the ωB97M-V functional and the def2-TZVPD basis) on a single C5H6N2O molecule.

Geometry as XYZ:
```
14
Properties=species:S:1:pos:R:3:nbo_charge:R:1
O 2.26592 -1.43611 -0.16091 -0.59
H 1.95478 1.77284 -0.08320 0.39
C 0.19141 -0.21472 0.35528 -0.27
C -0.60268 0.93221 0.01892 -0.26
C -0.77108 -1.29168 0.17349 0.05
H -0.59546 -2.30350 0.12103 0.21
H 3.42519 0.69164 -0.09581 0.40
C 1.61638 -0.46178 0.09832 0.68
H -0.42117 2.10357 0.44331 0.23
N -2.06387 -0.81781 -0.17801 -0.53
H -2.70922 1.13866 -0.22170 0.20
N 2.33877 0.80408 -0.13571 -0.90
C -1.85568 0.57816 -0.14432 -0.05
H -2.77329 -1.49557 -0.19068 0.43
```

Values from the calculation:
molecular weight: 110.1 u
charge: 0
ΔE to the lowest compared entry with this formula, charge and spin: 135.1 kJ/mol
highest occupied orbital energy: -8.8804 eV
LUMO level: 0.779 eV
total energy: -10308.204 eV
Kohn-Sham gap: 0.3550 Eh
SMILES string: NC(=O)c1cc[nH]c1

(4)
ORCA calculation (the ωB97M-V functional and the def2-TZVPD basis) on a 2-piece molecular cluster, C9H14N2O overall.

Geometry as XYZ:
```
26
Properties=species:S:1:pos:R:3:nbo_charge:R:1
H -2.47980 1.22750 0.28442 0.18
H -0.45848 0.03038 0.12578 0.19
C -4.36957 0.47270 -0.40560 -0.22
C -0.90090 -0.84932 0.28768 -0.36
H 6.94631 -0.81828 0.31270 0.15
C 4.89476 -0.08399 0.05616 0.00
N -2.19947 -0.73287 -0.33037 -0.63
C -5.20331 -0.80696 -0.42126 -0.61
H -2.66814 -1.62596 -0.26791 0.34
H -0.92739 -1.03708 1.34908 0.16
C 6.34442 0.06291 -0.04085 0.35
N 1.19142 -0.47582 0.32075 -0.27
H -4.14658 0.74613 -1.44979 0.20
O 6.87709 1.05947 -0.47712 -0.44
C 3.71104 -0.21237 0.13278 -0.05
H -6.09156 1.80758 -0.27859 0.21
H -0.38820 -1.66991 -0.17932 0.19
H -3.22145 0.04759 1.36884 0.15
C -5.14778 1.61518 0.24766 -0.60
H -5.38730 -1.14754 0.59203 0.20
H -5.38917 1.37045 1.29142 0.20
H -4.57002 2.54555 0.24351 0.21
H -6.17228 -0.63624 -0.89271 0.21
H -4.71488 -1.60543 -0.99470 0.21
C -3.03225 0.27693 0.30650 -0.21
C 2.32170 -0.35003 0.23352 0.25
```

Values from the calculation:
molecular weight: 166.2 u
charge: 0
ΔE to the lowest compared entry with this formula, charge and spin: 475.7 kJ/mol
highest occupied orbital energy: -8.3485 eV
LUMO level: -1.197 eV
total energy: -14582.651 eV
Kohn-Sham gap: 0.2628 Eh
SMILES string: N#CC#CC=O.CNCC(C)C

(5)
ORCA calculation (the ωB97M-V functional and the def2-TZVPD basis) on a 2-piece molecular cluster, CH3F3P overall.

Geometry as XYZ:
```
8
Properties=species:S:1:pos:R:3:nbo_charge:R:1
H 1.33754 0.99467 -0.37688 0.35
C 1.03572 0.00600 -0.00726 -1.07
H 1.47372 -0.75298 -0.66286 0.34
F -1.86840 1.83671 -0.14555 -0.42
F -1.32032 -0.78753 1.27079 -0.46
H 1.41750 -0.09966 1.01132 0.34
P -0.73395 -0.15571 0.00234 2.39
F -1.34182 -1.04151 -1.09190 -0.46
```

Values from the calculation:
molecular weight: 103.0 u
charge: +1
ΔE to the lowest compared entry with this formula, charge and spin: 358.0 kJ/mol
highest occupied orbital energy (spin up / spin down): -18.6477 / -18.6486 eV
LUMO level (spin up / spin down): -8.585 / -8.585 eV
total energy: -18517.566 eV
Kohn-Sham gap (spin up / spin down): 0.3698 / 0.3698 Eh

(6)
ORCA calculation (the ωB97M-V functional and the def2-TZVPD basis) on a single C2H7N3 molecule.

Geometry as XYZ:
```
12
Properties=species:S:1:pos:R:3:nbo_charge:R:1
H 1.65376 1.11515 -0.72626 0.37
H -0.47041 -1.24322 -1.61650 0.23
C 0.67368 -0.70825 -1.40572 -0.44
N -0.41833 0.87067 0.11295 -0.46
H -1.58093 -0.23842 2.84337 0.33
N 0.62322 0.65809 -0.92560 -0.49
N -1.76050 0.16460 1.94923 -0.74
H -1.03141 1.64057 -0.17114 0.40
H 0.26874 -0.32535 1.57396 0.15
H 1.40091 -0.66666 -2.34852 0.22
C -0.58299 0.22283 1.25537 0.26
H 1.22425 -1.49001 -0.54114 0.16
```

Values from the calculation:
molecular weight: 73.1 u
charge: 0
ΔE to the lowest compared entry with this formula, charge and spin: 340.4 kJ/mol
highest occupied orbital energy: -8.7472 eV
LUMO level: 0.886 eV
total energy: -6654.428 eV
Kohn-Sham gap: 0.3540 Eh
SMILES string: [H]/N=C/NNC